No. 1
The following is a quantum chemistry calculation of a molecular structure, C10H5BrF2N3O2 at a distorted geometry, from the Open Molecules 2025 dataset.

## Properties
Spin multiplicity   1
Strongest force on any atom   0.0687 Eh/bohr
Net charge   -1
Relative energy (zero: lowest compared OMol25 entry of this formula, charge and spin)   0.873 eV
E_HOMO   -0.1251 Eh
E_LUMO   0.091 Ha

Last column: natural (NBO) charge in e.
Atoms and positions in Å:
O (-0.83, -2.17, -3.60)  -0.512
C (-1.07, -1.72, -2.53)  0.987
F (-1.84, -0.62, -2.37)  -0.315
N (-0.54, -2.27, -1.28)  -0.554
C (-1.49, -3.23, -0.80)  0.989
O (-2.67, -3.06, -0.94)  -0.538
F (-1.03, -4.34, -0.22)  -0.299
C (-0.39, -1.13, -0.36)  0.096
C (-1.24, -0.90, 0.79)  -0.262
C (-1.03, 0.23, 1.56)  -0.193
C (0.01, 1.18, 1.26)  0.166
N (0.12, 2.26, 2.05)  -0.425
C (1.09, 3.09, 1.64)  -0.029
C (1.94, 2.83, 0.55)  0.019
N (1.89, 1.75, -0.27)  -0.313
C (0.85, 0.95, 0.13)  0.066
C (0.60, -0.23, -0.65)  -0.172
H (-2.05, -1.58, 1.05)  0.217
H (-1.70, 0.41, 2.41)  0.221
H (1.25, 4.00, 2.22)  0.186
H (2.72, 3.56, 0.34)  0.222
H (1.23, -0.40, -1.54)  0.233
Br (4.18, 1.38, 0.56)  -0.790

=====

No. 2
The following is a quantum chemistry calculation of C10H5F2IO in the gas phase at a distorted geometry, from the Open Molecules 2025 dataset.

## Properties
Spin multiplicity   1
Strongest force on any atom   0.0792 Eh/bohr
Relative energy (zero: lowest compared OMol25 entry of this formula, charge and spin)   0.000 eV
E_HOMO   -0.3473 Eh
E_LUMO   -0.037 Ha

Last column: natural (NBO) charge in e.
Atoms and positions in Å:
O (1.93, -5.00, 3.12)  -0.459
C (1.07, -4.14, 2.98)  0.414
C (0.82, -3.23, 2.00)  -0.161
C (0.65, -2.25, 1.30)  0.180
C (0.51, -1.06, 0.52)  -0.136
C (1.57, -0.23, 0.04)  -0.166
C (1.24, 0.94, -0.58)  -0.209
C (-0.11, 1.34, -0.71)  -0.191
C (-1.11, 0.43, -0.40)  -0.205
C (-0.80, -0.74, 0.23)  -0.159
C (0.06, -3.94, 4.15)  0.562
F (-0.27, -2.62, 4.25)  -0.332
F (0.61, -4.34, 5.29)  -0.311
I (-1.76, -5.14, 3.88)  0.056
H (2.53, -0.50, 0.03)  0.220
H (2.01, 1.65, -0.95)  0.228
H (-0.62, 2.31, -1.05)  0.234
H (-2.20, 0.51, -0.60)  0.222
H (-1.57, -1.29, 0.58)  0.213